Entry from the Open Molecules 2025 dataset: H5NOSSi in the gas phase at a distorted geometry (the ωB97M-V functional and the def2-TZVPD basis).

Structure (XYZ):
```
9
Properties=species:S:1:pos:R:3:lowdin_charge:R:1
S -2.257 -0.023 -0.479 0.2097
O -0.104 0.919 1.838 -0.2184
H 2.238 0.446 -0.603 0.0239
H 0.268 1.804 1.639 0.0749
H 0.989 0.311 -1.673 -0.0263
N 1.236 0.501 -0.761 -0.0920
H 0.209 -1.439 1.062 -0.0238
H -2.647 0.780 0.538 -0.2804
Si 0.098 -0.008 0.551 0.3325
```

multiplicity: 1
energy relative to the best compared isomer or geometry (same formula, charge and spin): 21.2 kcal/mol
LUMO energy: 0.41 eV
frontier orbital gap: 9.24 eV
HOMO: -8.82 eV